Entry from OMol25: a cluster of 2 separate species, C2H10N2 in total (wB97M-V/def2-TZVPD).

```
14
Properties=species:S:1:pos:R:3:forces:R:3:lowdin_charge:R:1
N 1.530 -0.640 -1.573 0.289 -2.140 -0.405 -0.086
N -2.525 0.558 2.530 1.862 1.120 0.680 -0.105
C 3.003 -0.477 -1.399 0.895 0.993 0.253 -0.206
C -2.686 0.641 1.054 -0.729 -0.855 -0.949 -0.224
H 3.425 0.280 -0.637 -1.377 -1.262 -0.813 0.089
H 1.480 -1.706 -1.539 -0.603 1.688 0.912 0.075
H -2.239 1.489 0.517 -0.290 0.306 0.505 0.051
H -1.511 0.454 2.767 -1.013 -0.484 -0.607 0.059
H -2.231 -0.218 0.464 -0.354 0.545 1.411 0.076
H 3.587 -0.253 -2.304 -0.551 0.059 -0.110 0.061
H -2.649 1.472 3.047 -0.608 -1.061 -1.357 0.070
H -3.786 0.554 0.804 1.145 0.425 0.309 0.071
H 3.229 -1.483 -1.166 1.659 -0.584 0.921 0.036
H 1.373 -0.673 -2.566 -0.323 1.249 -0.751 0.033
```
Forces are in eV/Å.

The value obtained for the maximum force is 2.3 eV/A. The LUMO energy comes out at 0.99 eV. The total energy comes out at -5214.7019 eV. Its energy above the lowest of the compared OMol25 structures with the same formula, charge and spin is 159.2 kJ/mol. As for the HOMO energy: -9.4 eV. Its spin multiplicity is 1. Its gap between HOMO and LUMO is 10.4 eV. As for the SMILES: CN.CN.